#a
DFT (the ωB97M-V functional and the def2-TZVPD basis) results for a cluster of 10 separate species, C20H60O10 in total.

Results
HOMO-LUMO gap ... 9.911 eV
HOMO ... -9.5 eV
SMILES ... CC(C)O.CC(C)O.CC(C)O.CC(C)O.CC(C)O.CO.CO.CO.CO.CO

Each atom is followed by the atoms it is bonded to, with distances in Å.
CARTESIAN COORDINATES (ANGSTROEM)
1 H 5.14 2.25 2.21  O2 0.975
2 O 5.24 1.56 1.52  H1 0.975, C88 1.270
3 H -0.45 -1.32 2.55  O17 0.950
4 C -1.00 -0.75 -4.92  H18 1.095, H32 1.076, C52 1.493, H70 1.077
5 H -6.72 -1.59 1.74  C41 1.077
6 H 4.81 -0.43 -0.93  C16 1.057
7 C 0.29 -0.90 -2.86  H46 1.075, C52 1.464, H77 1.086, H79 1.085
8 H 0.88 1.79 2.79  C67 1.044
9 H -2.68 -1.33 3.25  C48 1.094
10 H 2.04 -1.55 -0.49  C44 1.054
11 C -0.45 0.91 0.44  O13 1.367, H42 1.088, H59 1.068, H83 1.120
12 O 1.17 2.40 4.49  H22 0.967, C67 1.254
13 O -1.72 0.44 0.32  C11 1.367, H55 0.973
14 H 3.51 1.48 -0.38  C31 1.121
15 C -0.39 -3.10 0.14  O23 1.415, H28 1.079, H39 1.108, H69 1.046
16 C 4.30 -0.99 -1.67  H6 1.057, C38 1.516, H61 1.108, H73 1.096
17 O -0.56 -0.85 3.37  H3 0.950, C48 1.417
18 H -1.01 0.32 -4.72  C4 1.095
19 C -4.10 -1.60 0.95  H21 1.081, H30 1.114, H57 1.052, C74 1.544
20 C 1.46 3.74 2.73  H35 1.071, H53 1.058, H60 1.086, C67 1.524
21 H -4.31 -1.63 2.01  C19 1.081
22 H 0.81 1.55 4.76  O12 0.967
23 O -0.27 -1.96 0.96  C15 1.415, H25 0.936
24 C 3.67 0.63 2.98  H66 1.071, H71 1.100, H87 1.020, C88 1.458
25 H -0.95 -1.39 0.68  O23 0.936
26 H -2.32 0.11 -2.33  O49 0.936
27 H -3.62 2.31 -3.37  C85 1.069
28 H 0.32 -3.85 0.46  C15 1.079
29 H -2.20 -0.11 4.41  C48 1.073
30 H -3.15 -2.13 0.70  C19 1.114
31 C 3.16 1.23 0.66  H14 1.121, H80 1.113, C88 1.557, H90 1.115
32 H -1.99 -1.16 -4.80  C4 1.076
33 H 4.55 -0.20 1.35  C88 1.054
34 H -0.92 3.97 3.89  C45 1.092
35 H 1.41 4.68 3.23  C20 1.071
36 H -4.44 0.79 -2.97  C85 1.111
37 H -6.32 -3.47 -0.12  O82 1.002
38 C 3.87 -2.35 -1.16  C16 1.516, C44 1.495, O54 1.250, H72 1.093
39 H -1.42 -3.51 0.22  C15 1.108
40 H 5.62 -2.48 -0.52  O54 0.973
41 C -6.59 -1.34 0.70  H5 1.077, H58 1.080, C74 1.484, H81 1.057
42 H -0.35 1.97 0.70  C11 1.088
43 H 0.31 -2.97 -5.11  O68 0.979
44 C 2.81 -2.17 -0.11  H10 1.054, C38 1.495, H65 1.106, H89 1.093
45 C -0.83 3.00 3.41  H34 1.092, H63 1.055, C67 1.520, H75 1.142
46 H 1.23 -1.12 -2.37  C7 1.075
47 H -2.19 0.34 2.87  C48 1.104
48 C -1.94 -0.56 3.47  H9 1.094, O17 1.417, H29 1.073, H47 1.104
49 O -2.47 1.03 -2.35  H26 0.936, C85 1.391
50 H 0.03 2.46 -2.38  C84 1.072
51 H -3.22 0.79 -4.20  C85 1.064
52 C 0.18 -1.37 -4.24  C4 1.493, C7 1.464, O68 1.254, H76 1.098
53 H 2.50 3.57 2.64  C20 1.058
54 O 4.87 -3.01 -0.82  C38 1.250, H40 0.973
55 H -2.11 0.91 -0.44  O13 0.973
56 H -5.22 -1.59 -0.88  C74 1.120
57 H -3.83 -0.60 0.78  C19 1.052
58 H -7.45 -1.62 0.11  C41 1.080
59 H 0.05 0.60 -0.45  C11 1.068
60 H 1.06 3.88 1.73  C20 1.086
61 H 3.50 -0.30 -2.01  C16 1.108
62 H 1.04 3.75 -2.77  C84 1.089
63 H -1.19 2.96 2.41  C45 1.055
64 H 2.87 2.54 -2.28  O78 0.927
65 H 2.28 -3.09 0.19  C44 1.106
66 H 3.42 1.54 3.49  C24 1.071
67 C 0.64 2.62 3.38  H8 1.044, O12 1.254, C20 1.524, C45 1.520
68 O 0.11 -2.62 -4.21  H43 0.979, C52 1.254
69 H -0.21 -2.91 -0.87  C15 1.046
70 H -0.94 -0.98 -5.97  C4 1.077
71 H 4.28 0.14 3.75  C24 1.100
72 H 3.38 -2.89 -1.97  C38 1.093
73 H 4.94 -0.97 -2.56  C16 1.096
74 C -5.37 -1.98 0.16  C19 1.544, C41 1.484, H56 1.120, O82 1.259
75 H -1.38 2.27 4.09  C45 1.142
76 H 1.07 -1.16 -4.84  C52 1.098
77 H 0.40 0.18 -2.94  C7 1.086
78 O 2.08 2.06 -2.21  H64 0.927, C84 1.387
79 H -0.60 -1.02 -2.26  C7 1.085
80 H 2.32 0.51 0.56  C31 1.113
81 H -6.52 -0.29 0.72  C41 1.057
82 O -5.42 -3.24 0.25  H37 1.002, C74 1.259
83 H 0.01 0.31 1.27  C11 1.120
84 C 0.98 2.89 -2.11  H50 1.072, H62 1.089, O78 1.387, H86 1.097
85 C -3.48 1.26 -3.28  H27 1.069, H36 1.111, O49 1.391, H51 1.064
86 H 0.88 3.20 -1.06  C84 1.097
87 H 2.77 0.17 2.97  C24 1.020
88 C 4.26 0.77 1.66  O2 1.270, C24 1.458, C31 1.557, H33 1.054
89 H 3.12 -1.63 0.78  C44 1.093
90 H 2.65 2.16 1.02  C31 1.115

#b
DFT (the ωB97M-V functional and the def2-TZVPD basis) results for a cluster of 10 separate species, C20H60O10 in total.

Results
HOMO-LUMO gap ... 10.313 eV
HOMO ... -10.0 eV
SMILES ... CCO.CCO.CCO.CCO.CCO.CCO.CCO.CCO.CCO.CCO

Each atom is followed by the atoms it is bonded to, with distances in Å.
CARTESIAN COORDINATES (ANGSTROEM)
1 C -4.40 -2.87 -0.34  H31 1.089, O41 1.414, H58 1.094, C88 1.543
2 O 5.63 -2.08 1.19  H3 0.956, C42 1.416
3 H 6.26 -1.67 0.60  O2 0.956
4 H -1.28 6.48 -0.18  O84 0.965
5 H -0.59 4.29 -2.76  C56 1.091
6 O 0.08 3.03 3.90  C47 1.450, H72 0.961
7 H -1.85 0.96 -4.28  C34 1.093
8 H 1.11 5.29 -1.06  C9 1.092
9 C 0.05 5.25 -0.81  H8 1.092, C56 1.517, H78 1.097, O84 1.417
10 H 2.06 0.14 -1.85  C25 1.094
11 H 1.77 -3.91 -2.77  C15 1.088
12 H -3.16 3.16 1.92  C79 1.094
13 H 0.48 -2.53 4.07  C22 1.099
14 H -3.96 5.18 3.08  C63 1.089
15 C 1.02 -3.21 -2.39  H11 1.088, C19 1.529, H20 1.098, H24 1.092
16 H 0.85 -3.32 1.70  C48 1.085
17 H -0.57 -4.59 -2.42  C19 1.091
18 H 0.92 1.15 3.97  C47 1.088
19 C -0.10 -3.95 -1.67  C15 1.529, H17 1.091, H62 1.092, O70 1.420
20 H 1.53 -2.51 -1.72  C15 1.098
21 H -4.60 -2.30 1.79  C88 1.088
22 C 0.58 -3.61 3.87  H13 1.099, O29 1.409, C48 1.514, H81 1.102
23 H -0.46 1.86 -4.52  C34 1.094
24 H 0.60 -2.52 -3.12  C15 1.092
25 C 2.54 0.34 -2.81  H10 1.094, C27 1.533, H50 1.088, H85 1.089
26 H -2.87 -2.43 -1.45  O41 0.975
27 C 3.85 -0.46 -2.78  C25 1.533, O43 1.421, H55 1.093, H73 1.097
28 H -0.82 1.73 0.72  C76 1.089
29 O -0.26 -4.39 4.69  C22 1.409, H33 0.958
30 O -0.51 1.19 -6.87  H64 0.961, C86 1.434
31 H -5.49 -2.77 -0.36  C1 1.089
32 C -1.19 1.09 4.49  H35 1.089, C47 1.534, H69 1.093, H89 1.092
33 H -0.15 -4.18 5.62  O29 0.958
34 C -0.78 0.82 -4.47  H7 1.093, H23 1.094, H83 1.085, C86 1.537
35 H -1.92 1.87 4.71  C32 1.089
36 H 5.09 -3.20 -0.47  C42 1.093
37 H 3.00 -2.37 1.61  C57 1.088
38 H 3.20 -1.75 -0.11  C57 1.093
39 H -2.96 -2.73 1.26  C88 1.093
40 H -0.76 -2.70 -0.33  O70 0.970
41 O -3.83 -2.24 -1.47  C1 1.414, H26 0.975
42 C 4.79 -3.03 0.57  O2 1.416, H36 1.093, H44 1.091, C57 1.514
43 O 4.75 -0.05 -3.79  C27 1.421, H49 0.964
44 H 4.88 -3.96 1.13  C42 1.091
45 H 0.70 -4.97 2.27  C48 1.092
46 H -3.64 -1.20 0.73  C88 1.092
47 C 0.20 1.73 4.54  O6 1.450, H18 1.088, C32 1.534, H61 1.089
48 C 0.33 -3.95 2.41  H16 1.085, C22 1.514, H45 1.092, H51 1.091
49 H 4.39 -0.29 -4.65  O43 0.964
50 H 2.78 1.40 -2.90  C25 1.088
51 H -0.74 -3.91 2.21  C48 1.091
52 H 2.69 -3.35 0.17  C57 1.097
53 C 0.03 -0.15 0.01  H75 1.087, C76 1.518, O82 1.434, H90 1.093
54 H -1.66 4.09 4.20  O60 0.967
55 H 4.35 -0.23 -1.84  C27 1.093
56 C -0.75 5.13 -2.09  H5 1.091, C9 1.517, H65 1.104, H74 1.091
57 C 3.35 -2.57 0.59  H37 1.088, H38 1.093, C42 1.514, H52 1.097
58 H -4.17 -3.94 -0.34  C1 1.094
59 H 0.27 -0.49 -5.90  C86 1.088
60 O -2.55 4.47 4.29  H54 0.967, C63 1.426
61 H 0.41 1.88 5.60  C47 1.089
62 H 0.24 -4.61 -0.87  C19 1.092
63 C -2.88 5.05 3.03  H14 1.089, O60 1.426, H68 1.090, C79 1.519
64 H -1.42 1.48 -7.01  O30 0.961
65 H -1.79 4.98 -1.77  C56 1.104
66 H -1.46 -0.43 -6.11  C86 1.095
67 H -1.52 3.76 1.95  C79 1.090
68 H -2.39 6.00 2.87  C63 1.090
69 H -1.48 0.69 3.52  C32 1.093
70 O -1.08 -3.04 -1.18  C19 1.420, H40 0.970
71 H -1.47 -0.72 1.19  O82 0.964
72 H 0.83 3.13 3.31  O6 0.961
73 H 3.61 -1.53 -2.83  C27 1.097
74 H -0.78 6.04 -2.70  C56 1.091
75 H 1.00 -0.60 -0.15  C53 1.087
76 C 0.14 1.29 0.47  H28 1.089, C53 1.518, H77 1.093, H80 1.097
77 H 0.86 1.41 1.29  C76 1.093
78 H -0.17 4.38 -0.19  C9 1.097
79 C -2.57 4.08 1.90  H12 1.094, C63 1.519, H67 1.090, H87 1.096
80 H 0.61 1.92 -0.30  C76 1.097
81 H 1.63 -3.80 4.12  C22 1.102
82 O -0.55 -0.97 1.03  C53 1.434, H71 0.964
83 H -0.26 0.33 -3.65  C34 1.085
84 O -0.32 6.43 -0.12  H4 0.965, C9 1.417
85 H 1.87 0.03 -3.60  C25 1.089
86 C -0.59 0.18 -5.86  O30 1.434, C34 1.537, H59 1.088, H66 1.095
87 H -2.88 4.55 0.96  C79 1.096
88 C -3.89 -2.24 0.97  C1 1.543, H21 1.088, H39 1.093, H46 1.092
89 H -1.20 0.23 5.17  C32 1.092
90 H -0.62 -0.17 -0.88  C53 1.093

#c
DFT (the ωB97M-V functional and the def2-TZVPD basis) results for a cluster of 10 separate species, C20H60O10 in total.

Results
HOMO-LUMO gap ... 10.237 eV
HOMO ... -10.1 eV
SMILES ... CCO.CCO.CCO.CCO.CCO.CCO.CCO.CCO.CCO.CCO

Each atom is followed by the atoms it is bonded to, with distances in Å.
CARTESIAN COORDINATES (ANGSTROEM)
1 H 3.92 -7.26 -3.20  O75 0.960
2 C -3.53 2.18 -5.57  H4 1.090, H74 1.090, C77 1.535, H85 1.090
3 H 4.17 3.65 -3.11  C49 1.090
4 H -2.58 2.14 -5.04  C2 1.090
5 H 5.76 -10.78 -4.10  C30 1.090
6 H -2.30 -0.55 0.81  C39 1.090
7 O 3.89 3.13 -5.64  C12 1.459, H65 0.960
8 H -1.17 6.97 -0.23  C23 1.090
9 H -4.24 4.14 -5.56  C77 1.090
10 H 7.56 -3.17 -2.41  C46 1.090
11 H 4.71 -9.95 -5.25  C30 1.090
12 C 4.13 4.48 -5.14  O7 1.459, C49 1.507, H51 1.090, H86 1.090
13 H -0.38 6.02 -1.52  C23 1.090
14 H -3.71 0.27 9.63  C64 1.090
15 H -8.77 0.54 -4.08  C87 1.090
16 H 6.78 -3.77 0.10  C35 1.090
17 H -8.16 1.85 -1.77  C66 1.090
18 H 1.32 2.68 3.77  C36 1.090
19 H -2.75 4.85 -6.54  O70 0.960
20 H 2.39 4.05 3.88  C36 1.090
21 H -1.49 8.47 -3.96  O55 0.960
22 H -0.55 -6.16 8.06  O38 0.960
23 C -1.22 6.67 -1.27  H8 1.090, H13 1.090, C43 1.517, H82 1.090
24 H -4.60 0.12 8.02  C64 1.090
25 H -2.09 8.51 -1.52  C43 1.090
26 H -0.50 -0.98 -0.66  C84 1.090
27 O 0.69 -1.70 0.87  H42 0.960, C84 1.378
28 H -5.48 2.39 8.30  C69 1.090
29 C 3.30 2.14 3.76  C36 1.433, H40 1.090, H50 1.090, O62 1.448
30 C 4.84 -10.21 -4.19  H5 1.090, H11 1.090, H54 1.090, C67 1.534
31 H 5.27 -2.69 -2.83  O89 0.960
32 H 2.28 -6.38 6.62  C41 1.090
33 H -4.78 3.23 -7.09  C77 1.090
34 H -9.61 2.51 -3.51  O48 0.960
35 C 7.26 -2.86 -0.28  H16 1.090, C46 1.511, H63 1.090, H73 1.090
36 C 2.26 3.02 4.20  H18 1.090, H20 1.090, C29 1.433, H52 1.090
37 H -9.46 0.84 -1.08  C66 1.090
38 O 0.27 -5.74 7.81  H22 0.960, C76 1.386
39 C -1.52 -1.24 1.15  H6 1.090, H44 1.090, H59 1.090, C84 1.480
40 H 3.50 2.12 2.69  C29 1.090
41 C 1.49 -6.48 5.88  H32 1.090, C76 1.603, H88 1.090, H90 1.090
42 H 1.40 -1.79 0.23  O27 0.960
43 C -1.40 7.92 -2.11  C23 1.517, H25 1.090, O55 1.360, H56 1.090
44 H -1.86 -2.24 0.88  C39 1.090
45 H -5.48 0.66 10.68  O60 0.960
46 C 6.99 -2.55 -1.73  H10 1.090, C35 1.511, H81 1.090, O89 1.459
47 H 5.00 5.21 -3.26  C49 1.090
48 O -10.18 1.74 -3.50  H34 0.960, C87 1.383
49 C 4.75 4.28 -3.78  H3 1.090, C12 1.507, H47 1.090, H79 1.090
50 H 4.23 2.52 4.19  C29 1.090
51 H 4.68 5.17 -5.77  C12 1.090
52 H 2.14 2.77 5.26  C36 1.090
53 H -8.01 0.12 -1.65  C66 1.090
54 H 4.08 -10.98 -4.05  C30 1.090
55 O -1.73 7.72 -3.41  H21 0.960, C43 1.360
56 H -0.48 8.52 -2.14  C43 1.090
57 H -0.68 -5.91 5.99  C76 1.090
58 H 5.06 -9.09 -2.37  C67 1.090
59 H -1.57 -1.36 2.24  C39 1.090
60 O -5.59 0.25 9.82  H45 0.960, C64 1.375
61 H -4.40 2.61 9.75  C69 1.090
62 O 3.15 0.82 4.33  C29 1.448, H71 0.960
63 H 8.33 -2.91 -0.06  C35 1.090
64 C -4.54 0.60 9.00  H14 1.090, H24 1.090, O60 1.375, C69 1.531
65 H 3.46 3.25 -6.49  O7 0.960
66 C -8.71 0.92 -1.87  H17 1.090, H37 1.090, H53 1.090, C87 1.527
67 C 4.92 -8.88 -3.43  C30 1.534, H58 1.090, O75 1.396, H80 1.090
68 H -10.04 -0.25 -3.11  C87 1.090
69 C -4.55 2.11 8.79  H28 1.090, H61 1.090, C64 1.531, H78 1.090
70 O -2.93 4.05 -7.04  H19 0.960, C77 1.436
71 H 2.54 0.35 3.75  O62 0.960
72 H 0.04 0.16 0.57  C84 1.090
73 H 6.86 -2.05 0.32  C35 1.090
74 H -4.26 2.02 -4.77  C2 1.090
75 O 3.76 -8.12 -3.61  H1 0.960, C67 1.396
76 C 0.27 -5.59 6.43  O38 1.386, C41 1.603, H57 1.090, H83 1.090
77 C -4.01 3.42 -6.34  C2 1.535, H9 1.090, H33 1.090, O70 1.436
78 H -3.80 2.52 8.11  C69 1.090
79 H 5.69 3.74 -3.94  C49 1.090
80 H 5.71 -8.22 -3.79  C67 1.090
81 H 7.41 -1.54 -1.80  C46 1.090
82 H -2.06 5.97 -1.31  C23 1.090
83 H 0.37 -4.56 6.10  C76 1.090
84 C -0.30 -0.86 0.41  H26 1.090, O27 1.378, C39 1.480, H72 1.090
85 H -3.56 1.32 -6.25  C2 1.090
86 H 3.21 5.02 -4.90  C12 1.090
87 C -9.41 0.64 -3.20  H15 1.090, O48 1.383, C66 1.527, H68 1.090
88 H 1.10 -7.49 5.90  C41 1.090
89 O 5.56 -2.78 -1.92  H31 0.960, C46 1.459
90 H 1.90 -6.27 4.89  C41 1.090

#d
DFT (the ωB97M-V functional and the def2-TZVPD basis) results for a cluster of 10 separate species, C20H60O10 in total.

Results
HOMO-LUMO gap ... 10.013 eV
HOMO ... -9.6 eV
SMILES ... CCO.CCO.CCO.CCO.CCO.CCO.CCO.CCO.CCO.CCO

Each atom is followed by the atoms it is bonded to, with distances in Å.
CARTESIAN COORDINATES (ANGSTROEM)
1 H -4.84 -1.18 -3.83  C37 1.055
2 H 4.98 -1.22 0.65  C86 1.083
3 H -1.25 -5.20 3.23  C9 1.107
4 H 6.54 -1.97 0.32  C86 1.109
5 H -1.13 -3.47 2.92  C9 1.083
6 H -5.20 2.22 2.20  C60 1.095
7 H -1.70 -2.72 -2.32  O30 0.968
8 H -1.03 5.58 -1.00  C20 1.058
9 C -0.64 -4.30 3.41  H3 1.107, H5 1.083, C40 1.520, O77 1.418
10 H -1.79 -5.40 -2.72  C19 1.070
11 C -1.13 -0.36 0.64  H28 1.123, C31 1.510, O42 1.433, H87 1.062
12 H 1.39 2.82 1.06  O78 0.984
13 H -1.54 -4.32 0.16  C75 1.125
14 O 0.49 2.63 -0.50  C23 1.413, H36 0.955
15 H -3.28 0.43 -2.39  C47 1.081
16 H 0.94 4.33 -1.49  C23 1.103
17 H 5.72 -1.34 -1.80  C33 1.119
18 H -5.12 4.66 2.17  O83 0.967
19 C -2.01 -4.63 -2.01  H10 1.070, O30 1.463, C75 1.566, H84 1.091
20 C -0.89 4.71 -0.40  H8 1.058, C23 1.543, H38 1.099, H63 1.088
21 H -3.90 2.38 -0.47  C56 1.083
22 H 6.39 0.74 1.01  O29 0.975
23 C 0.03 3.77 -1.19  O14 1.413, H16 1.103, C20 1.543, H34 1.128
24 H -3.06 0.62 -4.20  C47 1.128
25 C -0.40 -0.23 4.52  H68 1.100, H70 1.070, C73 1.513, H80 1.070
26 H 1.29 -3.58 3.07  C40 1.053
27 O -1.71 -0.47 -2.99  H41 0.941, C47 1.407
28 H -2.16 -0.79 0.77  C11 1.123
29 O 6.67 -0.18 1.19  H22 0.975, C86 1.380
30 O -1.17 -3.52 -2.48  H7 0.968, C19 1.463
31 C -0.12 -1.44 0.36  C11 1.510, H45 1.101, H82 1.134, H85 1.048
32 H -2.96 2.36 1.09  C56 1.063
33 C 6.08 -0.50 -1.15  H17 1.119, H50 1.097, H54 1.080, C86 1.550
34 H -0.42 3.44 -2.17  C23 1.128
35 C 2.17 4.58 1.52  H52 1.115, H61 1.080, C66 1.572, O78 1.421
36 H -0.28 2.07 -0.39  O14 0.955
37 C -3.83 -1.34 -3.57  H1 1.055, H39 1.119, C47 1.532, H76 1.109
38 H -1.87 4.21 -0.35  C20 1.099
39 H -3.25 -1.87 -4.36  C37 1.119
40 C 0.76 -4.46 2.85  C9 1.520, H26 1.053, H49 1.132, H74 1.081
41 H -1.10 -0.31 -3.69  O27 0.941
42 O -1.31 0.50 -0.50  C11 1.433, H90 0.945
43 H -0.57 -5.55 -0.60  C75 1.098
44 C 1.52 -0.64 -4.80  H51 1.126, O64 1.494, C67 1.501, H72 1.082
45 H -0.39 -1.95 -0.58  C31 1.101
46 H -3.93 1.02 0.58  C56 1.103
47 C -3.02 -0.07 -3.31  H15 1.081, H24 1.128, O27 1.407, C37 1.532
48 H 4.30 4.47 1.87  C66 1.082
49 H 1.35 -5.24 3.43  C40 1.132
50 H 7.13 -0.37 -1.42  C33 1.097
51 H 1.33 -1.57 -5.39  C44 1.126
52 H 2.01 5.18 2.44  C35 1.115
53 H 1.25 -1.33 -2.72  C67 1.127
54 H 5.49 0.38 -1.35  C33 1.080
55 H 2.33 -0.03 -2.95  C67 1.051
56 C -3.86 2.12 0.58  H21 1.083, H32 1.063, H46 1.103, C60 1.523
57 H -5.95 2.80 0.74  C60 1.100
58 H -2.24 -5.91 -0.08  C75 1.113
59 H 0.57 1.08 -4.72  O64 0.926
60 C -5.01 2.82 1.31  H6 1.095, C56 1.523, H57 1.100, O83 1.414
61 H 1.56 4.97 0.72  C35 1.080
62 H 3.96 5.60 0.55  C66 1.122
63 H -0.46 5.04 0.54  C20 1.088
64 O 0.28 0.20 -4.77  C44 1.494, H59 0.926
65 H -1.41 -4.22 5.25  O77 0.939
66 C 3.66 4.62 1.01  C35 1.572, H48 1.082, H62 1.122, H79 1.076
67 C 2.03 -0.93 -3.42  C44 1.501, H53 1.127, H55 1.051, H89 1.037
68 H -0.98 0.27 5.31  C25 1.100
69 H 1.04 0.23 2.98  C73 1.073
70 H -1.05 -0.46 3.70  C25 1.070
71 H 0.50 2.47 2.96  O88 0.976
72 H 2.29 -0.12 -5.34  C44 1.082
73 C 0.61 0.68 3.85  C25 1.513, H69 1.073, H81 1.136, O88 1.519
74 H 0.79 -4.68 1.79  C40 1.081
75 C -1.59 -5.16 -0.59  H13 1.125, C19 1.566, H43 1.098, H58 1.113
76 H -3.75 -1.99 -2.67  C37 1.109
77 O -0.58 -4.10 4.82  C9 1.418, H65 0.939
78 O 1.78 3.26 1.86  H12 0.984, C35 1.421
79 H 3.71 3.83 0.28  C66 1.076
80 H -0.04 -1.19 4.81  C25 1.070
81 H 1.43 0.84 4.62  C73 1.136
82 H -0.12 -2.13 1.26  C31 1.134
83 O -4.53 4.12 1.62  H18 0.967, C60 1.414
84 H -3.02 -4.24 -2.09  C19 1.091
85 H 0.84 -1.05 0.16  C31 1.048
86 C 5.99 -1.01 0.31  H2 1.083, H4 1.109, O29 1.380, C33 1.550
87 H -0.93 0.23 1.49  C11 1.062
88 O -0.13 1.96 3.50  H71 0.976, C73 1.519
89 H 2.84 -1.58 -3.40  C67 1.037
90 H -1.36 0.05 -1.33  O42 0.945

Most stable structure - #b; separation to the second - 7.2 kcal/mol.